No. 1
DFT (ωB97M-V with the def2-TZVPD basis set) results for 2 unconnected molecules or ions with the total composition C3H9NS.

The geometry in XYZ format:
```
14
Properties=species:S:1:pos:R:3:forces:R:3:lowdin_charge:R:1
C 2.141999 1.592927 -0.570357 -0.5 0.6 -0.2 -0.15
N 2.884980 0.853016 0.121355 0.4 -0.3 -0.2 0.03
H 2.267751 2.675329 -0.508783 -0.1 -0.1 0.2 0.07
H 1.329126 1.281692 -1.252679 0.4 -0.2 0.0 0.05
H 2.781892 -0.139528 -0.095792 -0.2 0.0 0.1 0.03
C -2.295129 -0.218895 -0.531350 0.6 -0.4 0.0 -0.28
S -0.894422 -1.331815 -0.636822 -0.3 0.0 0.1 1.13
C -0.244862 -1.210887 1.000975 0.1 0.1 0.0 -0.31
H -1.899325 0.724424 -0.163989 -0.1 0.2 0.0 0.07
H -3.012617 -0.620464 0.184561 -0.1 0.0 0.0 0.08
H -2.700919 -0.132614 -1.530184 -0.2 0.1 -0.1 0.06
H 0.103439 -0.174551 1.097691 0.2 -0.1 0.1 0.07
H -1.022885 -1.372185 1.742100 -0.2 -0.1 0.0 0.08
H 0.560974 -1.926449 1.143274 0.1 0.1 -0.1 0.07
```
Positions in Å, forces in eV/Å.

Highest occupied orbital energy (alpha / beta) (Ha): -0.493 / -0.492
Expectation value of S²: 0.753
Multiplicity: 2
ΔE to the lowest compared entry with this formula, charge and spin (eV): 1.1086
HOMO-LUMO gap (alpha / beta) (eV): 9.829 / 4.675
LUMO level (alpha / beta) (eV): -3.6 / -8.7
Charge: +1



No. 2
DFT (ωB97M-V with the def2-TZVPD basis set) results for 2 unconnected molecules or ions with the total composition C3H9NS2.

The geometry in XYZ format:
```
15
Properties=species:S:1:pos:R:3:forces:R:3:lowdin_charge:R:1
C -0.093984 -1.303994 1.479901 0.4 1.5 -0.2 -0.04
C 0.069919 -2.030546 0.375108 -0.8 -0.6 -0.3 -0.31
N 0.997293 -1.892646 -0.638402 0.8 0.2 0.8 0.04
H 0.543971 -0.448131 1.701748 0.3 -0.1 -0.4 0.03
H -1.002064 -1.190827 2.048300 -0.2 -1.2 0.2 0.04
H -0.547202 -2.908941 0.204366 -0.4 0.3 0.0 0.10
H 1.610391 -1.101790 -0.563988 0.1 0.1 -0.2 0.07
H 0.771669 -2.162800 -1.573231 -0.2 -0.2 0.0 0.08
C -0.229569 1.488784 -1.398856 0.9 0.2 -0.3 -0.52
S -1.356283 2.229820 -0.219747 -0.2 0.2 0.1 0.36
S -0.039396 2.891742 1.259087 -0.6 -0.2 0.3 0.28
H 0.645435 1.092754 -0.889167 -0.2 -0.3 0.2 0.00
H 0.162474 2.215583 -2.116251 -0.3 0.1 0.1 0.03
H -0.723623 0.697567 -1.955076 -0.2 -0.1 0.1 0.03
H -0.809033 2.423426 2.286207 0.5 0.1 -0.4 -0.19
```
Positions in Å, forces in eV/Å.

Highest occupied orbital energy (Ha): -0.302
ΔE to the lowest compared entry with this formula, charge and spin (eV): 1.2951
HOMO-LUMO gap (eV): 8.727
SMILES: C=CN.CSS
LUMO level (eV): 0.5
Charge: 0



No. 3
DFT (ωB97M-V with the def2-TZVPD basis set) results for a single C3H9NS2 molecule.

The geometry in XYZ format:
```
15
Properties=species:S:1:pos:R:3:forces:R:3:lowdin_charge:R:1
C 0.499152 -2.635917 -2.277792 -1.4 -1.3 -0.1 -0.14
N -0.180425 -1.431542 -1.852646 -0.2 1.1 0.1 -0.15
C -0.704670 -1.366966 -0.494900 -2.3 -4.3 -1.5 -0.38
C -1.084360 -0.018102 0.034568 3.2 0.8 0.3 -0.38
S 0.714695 0.774886 0.326572 -1.5 0.4 1.1 0.39
S 0.053049 2.097564 1.944449 1.5 0.1 -1.3 0.33
H -0.229121 -3.450923 -2.174978 -0.8 0.2 -0.8 0.07
H 0.797482 -2.585400 -3.338896 0.0 0.1 0.7 0.09
H 1.201535 -3.199906 -1.665383 1.3 1.2 0.5 0.07
H 0.353721 -0.604555 -1.883361 1.4 0.9 -1.0 0.04
H 0.020289 -1.878192 0.108750 0.4 0.2 1.3 0.08
H -1.538580 -2.217006 -0.571538 0.8 2.1 0.8 0.15
H -1.451912 0.781433 -0.597843 -0.9 -0.6 -0.2 0.07
H -1.429038 -0.034550 1.064877 -0.5 -0.3 -0.4 0.03
H -1.006043 1.376607 2.119291 -1.1 -0.6 0.5 -0.27
```
Positions in Å, forces in eV/Å.

Highest occupied orbital energy (Ha): -0.311
ΔE to the lowest compared entry with this formula, charge and spin (eV): 2.1348
HOMO-LUMO gap (eV): 8.548
SMILES: CNCCSS
LUMO level (eV): 0.1
Charge: 0